(1)
Formula: H80O40
Source: OMol25
Level of theory: ωB97M-V with the def2-TZVPD basis set

```
120
Properties=species:S:1:pos:R:3:mulliken_charge:R:1
H -1.42994 -0.43459 -1.13901 0.081
H -2.11776 -1.62689 1.00219 0.068
H -1.46427 -4.01027 2.27034 0.267
H 4.07582 -1.03632 1.59544 0.034
H -2.47616 -3.96561 -4.19296 0.249
H 1.57328 3.01873 -4.51637 0.209
O -2.97263 4.90231 0.37791 -0.573
O -0.66482 0.61941 -6.70759 -0.636
H 1.53309 3.60757 2.48537 0.267
H -1.65576 1.43324 2.79735 0.168
H 0.74604 6.19423 -2.50315 0.259
H 3.28346 -2.57801 0.82848 -0.085
H 0.35966 -3.44249 3.03590 0.284
H -0.23132 -2.04429 -1.41007 0.090
O -0.33998 -2.12835 -5.15957 -0.742
O -5.45306 -1.92638 -1.96424 -0.573
H 2.08410 1.29649 5.62302 0.288
H -3.20225 -1.27581 3.01784 0.345
O -1.14718 -0.23388 -0.22783 1.361
O 3.60487 1.99703 -0.64239 -0.707
O 0.78530 -3.56780 2.17781 -0.601
O 0.95104 4.01892 3.14113 -0.670
H 3.51659 1.53540 -1.51740 0.388
H 0.44620 -4.81651 -2.42756 0.403
O 1.70158 -2.40900 -3.44558 -0.435
H 2.07443 0.71441 -3.25254 0.247
H -5.37403 -2.54077 -1.22898 0.306
H 0.23261 1.02928 1.82281 -0.261
H 2.07703 -3.28600 -3.59847 0.290
O -2.58244 1.73380 2.85401 -0.421
H 2.88187 5.70124 0.59231 0.294
H 0.50638 1.25618 -2.43682 0.463
H 0.62996 -6.45987 -2.42545 0.251
O 0.08448 0.52256 2.63159 0.421
O 1.42796 -1.41711 0.75193 1.724
H 4.04887 1.32862 -0.05397 0.256
H -5.48263 -0.41409 2.45237 0.263
H -4.46356 0.55556 2.59351 0.214
H 0.55874 -1.76643 -5.20477 0.332
H 1.86244 -1.47049 -0.09496 -0.131
H 4.61681 -2.40554 0.05394 0.373
H 0.08166 -0.96182 4.60991 0.140
H -2.75205 4.91882 2.03548 0.388
H -0.98544 0.25856 -5.87071 0.278
H -4.04321 1.47342 0.11837 0.262
H -0.47048 -2.19253 -4.17651 0.315
O 1.06347 -4.63190 -0.24492 -0.537
H 1.97582 -4.78574 -0.51202 0.291
O 0.90628 -5.60397 -2.71756 -0.622
H -2.62437 -2.70062 3.21797 0.485
H 3.99662 -1.61804 3.56809 0.242
H -5.70494 0.38068 0.22977 0.249
O -2.12940 -4.33127 2.88834 -0.715
O -0.62118 3.61720 0.11848 -0.529
H -1.21366 4.23930 -0.33497 0.379
O 0.71683 5.28833 -2.17547 -0.582
H -4.81471 -2.12143 -2.66598 0.272
H 1.09671 3.82798 -5.46044 0.326
H 0.93920 -0.70386 1.14726 -0.288
O 4.28492 -0.12750 1.34044 -0.307
O 1.03352 0.52181 -2.07516 0.524
O -2.93971 -1.90115 3.68603 -0.666
O -1.04255 -2.04015 -1.90642 -0.358
H 2.74984 0.59822 3.72036 0.210
H 0.19937 5.31298 -1.34549 0.318
H 5.87925 -0.41342 -1.31318 0.339
H -1.53881 0.62759 -0.03900 -0.428
H -0.87272 2.80721 -2.35939 0.232
H -1.79397 2.04997 -3.40635 0.230
H 0.61049 0.67270 -1.19547 -0.476
O 5.84852 -0.94936 -0.48541 -0.595
H 0.97171 -2.53456 -2.83307 0.068
O 1.20537 1.62063 0.42356 -0.143
H 2.28122 0.82501 2.27835 0.164
H -1.07303 3.09993 0.77931 -0.202
O -1.71097 -4.05082 -3.59759 -0.535
H 0.10213 1.06032 -6.32613 0.354
O 3.71799 -2.81972 0.01179 -0.724
H -3.12210 0.25230 -3.81130 0.283
H 5.08003 -1.82337 4.65329 0.297
H 0.60726 -5.38083 -0.62046 0.204
H 3.58896 -4.40444 1.86481 0.290
H 0.56921 2.33964 0.20425 0.125
H 0.52671 1.26718 5.72848 0.280
H -3.47336 -0.95418 1.22406 0.367
O 4.88638 -1.36643 3.83034 -0.639
H 2.67829 -4.49047 2.98660 0.332
O -3.08732 0.79754 -4.58523 -0.653
H 0.76956 3.29833 3.74972 0.308
O 0.16408 -1.16772 5.54605 -0.603
O 2.62359 5.98615 -0.28793 -0.644
O -3.15425 1.81884 0.24515 -0.562
O -4.86786 0.02872 1.84279 -0.604
H -1.92557 -5.25160 3.11432 0.319
H 4.63925 0.13667 2.30442 0.385
O -3.08300 -1.81607 0.96110 -0.796
O -5.64296 0.83253 -0.62511 -0.579
O 1.38884 2.87533 -5.46909 -0.530
H -1.88158 -2.17219 -1.48196 0.117
H 0.73071 0.24787 3.25793 -0.022
H 4.90725 -0.88154 -0.32279 0.200
O -0.89220 2.36140 -3.21163 -0.491
H 3.66402 0.16634 -3.12810 0.268
H -2.95297 5.27529 3.60792 0.287
H -2.56786 2.52773 3.40035 0.201
H 0.88177 -1.79341 5.42294 0.369
H -3.52429 5.61957 0.04744 0.257
O 2.49961 0.08334 2.90434 -0.679
H 2.19656 5.32348 -0.84458 0.381
H -3.55397 4.17420 0.12884 0.256
H -3.67357 0.43288 -5.27294 0.278
O 1.27247 1.58995 5.18782 -0.591
H -0.89556 -4.02741 -4.09573 0.326
O 3.63978 -4.41761 2.83703 -0.654
H 2.10129 1.74493 0.00392 0.202
O -3.12367 4.64831 2.90616 -0.649
H -6.57100 0.94765 -0.86313 0.282
O 3.07438 0.91809 -3.25451 -0.747
H -2.91936 2.10705 1.13328 0.250
H 0.48788 -2.77522 1.69330 -0.139
```

Relative energy (zero: lowest compared OMol25 entry of this formula, charge and spin) ... 8.739 eV
Multiplicity ... 1
Highest occupied orbital energy ... -0.36901 Ha
Gap between HOMO and LUMO ... 9.64 eV
Strongest force on any atom ... 0.0862 Eh/bohr


(2)
Formula: C15H38NO12P3
Source: OMol25
Level of theory: ωB97M-V with the def2-TZVPD basis set

```
69
Properties=species:S:1:pos:R:3:nbo_charge:R:1
H 1.99056 -2.97332 3.85467 0.219
C -2.14044 -1.15505 -1.89852 -0.066
H 0.13037 -1.67598 5.03251 0.188
H -2.82184 -1.11488 -2.75437 0.182
O -1.39285 0.09190 -6.48282 -0.962
H -7.91606 -0.04877 -8.80158 0.225
C 1.46506 2.44272 0.85943 -0.636
H -0.08629 1.77069 2.17584 0.189
O -3.54548 -1.08569 -7.65871 -1.044
C -4.40309 1.59835 -8.74654 -0.138
H 1.93559 -0.59178 9.95150 0.209
H 2.09929 2.04323 0.06384 0.183
C 1.12059 1.34403 -3.75363 -0.649
H 5.85486 -0.47984 5.16757 0.198
O 2.76750 0.62293 6.41968 -0.894
C 0.75978 2.38586 -2.71028 -0.081
H 6.53309 -1.57932 6.36775 0.226
O -3.92700 0.31485 -5.26956 -0.927
O -3.40918 1.71585 -7.66857 -0.766
H -1.25952 -0.84835 -6.10781 0.515
C 3.68629 -0.07568 8.79740 -0.062
C 6.18680 -1.51076 5.33197 -0.646
O 0.04650 -0.94176 -0.42966 -0.896
H 1.86600 1.74010 -4.44985 0.230
H 0.23492 1.03218 -4.31556 0.232
H 2.68873 -1.42067 3.38897 0.181
P -3.12755 0.20603 -6.84944 2.364
H 4.16840 0.79897 8.35007 0.183
H -3.77823 -1.03278 -0.49639 0.210
H 1.02799 -0.18776 4.72472 0.180
H 1.60113 0.53525 8.65198 0.222
H -6.92934 0.53271 -10.33342 0.224
C 5.05967 -2.49384 5.07254 -0.081
P 3.35489 -0.79726 6.23184 2.265
H 1.54078 0.44747 -3.28498 0.196
C 1.13281 -1.26773 4.87455 -0.072
H 0.90820 0.46357 1.52956 0.178
O -1.66631 0.16151 -1.67206 -0.793
N -6.41930 1.30516 -6.99564 -0.630
H -2.29170 -1.61753 0.22410 0.220
H -7.36069 0.86509 -6.88921 0.347
H 1.62713 2.62545 -2.09160 0.165
O 1.88169 -1.53220 6.04744 -0.787
H 1.08131 -1.86295 2.79847 0.228
O -0.31486 1.97615 -1.87964 -0.665
C -6.82106 0.08638 -9.24700 -0.703
H -6.38296 -1.01430 -9.33786 0.252
H -1.32384 -1.82775 -2.17811 0.180
C 2.34121 0.26977 9.41097 -0.633
C -2.89910 -1.65817 -0.68347 -0.632
P -0.12417 0.43633 -1.11447 2.267
H -3.22994 -2.69012 -0.83278 0.209
C -5.88412 1.04826 -8.25029 0.278
O 4.01122 -2.38410 6.02195 -0.663
H 4.65592 -2.35777 4.06708 0.166
O -0.55087 1.22913 0.27618 -0.787
O 3.54161 -1.12182 7.85185 -0.792
H -3.98949 0.99845 -9.69155 0.228
H 0.98601 3.34925 0.47614 0.219
H 0.44788 3.30758 -3.21136 0.196
H 2.11003 2.70977 1.70205 0.221
H -3.72366 1.24402 -4.91116 0.507
H 7.02761 -1.70447 4.65912 0.228
C 1.75568 -1.92243 3.65812 -0.639
C 0.43132 1.41738 1.27932 -0.072
H -4.58072 2.70314 -9.15083 0.231
H 2.43682 1.10661 10.10899 0.207
H 5.44788 -3.51520 5.13618 0.196
H 4.35651 -0.43611 9.58435 0.175
```

SMILES string ... [H]/N=C(\C)COP(=O)(O)O.CCOP(=O)(OCC)OCC.CCOP(=O)(OCC)OCC
Multiplicity ... 1
Highest occupied orbital energy ... -0.35778 Ha
Gap between HOMO and LUMO ... 7.89 eV
Strongest force on any atom ... 0.1924 Eh/bohr